Record 1
# C24H46N2O10

A cluster of 5 separate species, C24H46N2O10 in total (ωB97M-V/def2-TZVPD, the Open Molecules 2025 dataset).

The geometry in XYZ format:
```
82
Properties=species:S:1:pos:R:3:forces:R:3
N -0.15384 0.39152 -3.24507 0.4 0.4 -0.1
N -0.97067 0.42458 -4.40069 -0.6 -0.2 -0.2
C -1.68101 1.66767 -4.57680 0.1 -0.1 -0.1
O -1.18757 2.69536 -4.93492 0.0 0.1 0.5
C -3.12868 1.36218 -4.36274 0.1 -0.2 0.0
C -4.20338 2.21129 -4.17473 0.1 0.0 -0.1
C -5.45093 1.63077 -4.00181 -0.1 -0.3 0.0
C -5.61052 0.23769 -4.03173 0.0 0.3 0.0
C -4.52459 -0.60539 -4.21898 0.0 -0.1 -0.1
C -3.28193 -0.01803 -4.37304 0.0 0.2 -0.1
C -1.93640 -0.63336 -4.54336 0.0 0.1 0.1
O -1.66373 -1.77069 -4.80185 0.1 -0.1 0.4
H 0.40672 -0.44832 -3.23429 0.1 0.0 -0.1
H -0.71953 0.45595 -2.40294 0.0 -0.3 0.0
H -4.06298 3.28373 -4.15796 0.0 0.0 0.0
H -6.31799 2.26065 -3.84724 0.0 0.0 0.0
H -6.59845 -0.18615 -3.90755 0.0 0.0 0.0
H -4.63837 -1.68173 -4.24474 0.0 0.0 0.0
C 3.79884 -0.53164 -2.54381 0.0 0.1 0.0
O 2.75926 -0.39318 -1.59077 0.0 -0.1 0.0
C 2.57696 -1.54452 -0.78160 -0.2 0.1 -0.1
C 3.20913 -1.39633 0.58389 0.1 -0.1 0.1
O 4.62223 -1.30961 0.50746 0.0 0.0 -0.1
C 5.11365 0.01607 0.61607 0.0 0.0 0.1
H 4.00859 0.45947 -2.94156 0.0 0.0 0.0
H 4.70715 -0.93554 -2.09092 0.0 0.0 0.0
H 3.48691 -1.18228 -3.36831 0.0 0.0 0.0
H 2.97156 -2.43341 -1.28431 0.0 0.0 0.0
H 1.49853 -1.68426 -0.65133 0.0 0.0 0.0
H 2.96574 -2.28342 1.17804 0.0 0.0 0.0
H 2.79584 -0.52075 1.09555 0.0 0.0 0.0
H 5.04213 0.37067 1.64951 0.0 0.1 0.0
H 4.57262 0.70568 -0.03615 0.0 0.0 0.0
H 6.16202 0.00513 0.32165 0.0 -0.1 0.0
C -8.56252 4.49800 -2.71589 0.0 0.0 0.0
O -7.20828 4.91273 -2.73378 -0.1 0.0 0.0
C -7.01568 6.18575 -3.33313 0.1 -0.1 0.0
C -6.85441 7.27895 -2.30059 -0.1 0.1 0.0
O -8.03580 7.46936 -1.54092 0.0 -0.1 0.0
C -7.99583 6.85846 -0.26453 0.0 0.0 0.0
H -8.63278 3.64205 -2.04599 0.0 0.0 0.0
H -9.22115 5.28903 -2.35114 0.0 0.0 0.0
H -8.88895 4.19163 -3.71612 0.0 0.0 0.0
H -7.84686 6.42180 -4.00467 0.0 0.0 0.0
H -6.10205 6.13074 -3.93298 0.0 0.0 0.0
H -6.64118 8.21981 -2.81656 0.0 0.0 0.0
H -6.00794 7.05284 -1.64447 0.0 0.0 0.0
H -7.34452 7.41945 0.41421 0.0 0.0 0.0
H -7.64794 5.82430 -0.32210 0.0 0.0 0.0
H -9.00901 6.86995 0.13369 0.0 0.0 0.0
C 3.62778 -6.98900 2.94162 0.0 0.0 0.0
O 2.61571 -7.70623 2.25930 0.0 0.1 0.0
C 1.32084 -7.15172 2.41529 0.0 -0.2 0.0
C 0.90586 -6.33456 1.21188 -0.1 0.1 0.0
O 1.71884 -5.18431 1.04649 0.1 0.0 0.0
C 2.72337 -5.33486 0.05984 0.0 0.1 0.0
H 4.58681 -7.35722 2.58144 0.0 0.0 0.0
H 3.56330 -5.91580 2.74689 0.0 0.0 0.0
H 3.56664 -7.16335 4.02136 0.0 0.0 0.0
H 1.27292 -6.53711 3.32001 0.0 0.0 0.0
H 0.62022 -7.98386 2.53427 0.0 0.0 0.0
H -0.12273 -5.99047 1.35662 0.0 0.0 0.0
H 0.93234 -6.95506 0.31066 0.0 0.0 0.0
H 2.28591 -5.28998 -0.94392 0.0 0.0 0.0
H 3.26960 -6.27393 0.17195 0.0 0.0 0.0
H 3.42076 -4.50606 0.17712 0.0 0.0 0.0
C 4.51324 0.93013 7.39408 0.0 0.0 0.0
O 4.78788 -0.35041 6.85743 0.0 0.1 0.0
C 4.09747 -0.62058 5.64893 0.0 -0.1 0.1
C 4.98150 -0.43561 4.43602 -0.1 0.1 -0.1
O 5.37413 0.91683 4.26414 0.0 0.0 0.1
C 6.68726 1.18921 4.71796 0.0 0.0 0.0
H 5.24569 1.11887 8.17714 0.0 0.0 0.0
H 4.59428 1.71176 6.63499 0.0 0.0 0.0
H 3.51091 0.95975 7.83518 0.0 0.0 0.0
H 3.20846 0.01269 5.56470 0.0 0.0 0.0
H 3.76804 -1.66348 5.68742 0.0 0.0 0.0
H 4.41720 -0.72468 3.54354 0.0 -0.1 0.0
H 5.85948 -1.08522 4.50530 0.0 0.0 0.0
H 7.43009 0.77618 4.02675 0.0 0.0 0.0
H 6.86111 0.78206 5.71664 0.0 0.0 0.0
H 6.80270 2.27132 4.75095 0.0 0.0 0.0
```
Forces are in eV/Å.

Structure (SMILES): NN1C(=O)c2ccccc2C1=O.COCCOC.COCCOC.COCCOC.COCCOC
Molar mass in g mol⁻¹: 522.636
Energy above the lowest of the compared OMol25 structures with the same formula, charge and spin in kcal per mole: 0.0
Electronic energy in eV: -49083.259
Highest occupied orbital energy in Eh: -0.3392
Charge: 0

Record 2
# C24H46O15

A structure of composition C24H46O15 at a distorted geometry (ωB97M-V/def2-TZVPD, the Open Molecules 2025 dataset).

The geometry in XYZ format:
```
85
Properties=species:S:1:pos:R:3:forces:R:3
C 4.05737 -24.57626 3.85617 -4.3 -1.9 2.6
O 3.71938 -25.12016 5.07023 -1.4 -0.3 3.8
C 4.77999 -25.23797 6.03783 -0.5 -0.9 -1.2
C 4.28437 -25.58778 7.44582 -0.4 0.9 -0.1
O 3.71733 -24.58137 8.30810 -3.3 -0.8 -5.9
C 2.48719 -23.94260 7.76827 -0.2 -1.9 -0.4
C 1.32431 -24.89613 8.20814 -1.2 0.1 -2.3
O 0.76962 -24.51884 9.43629 -3.6 -2.3 0.0
C -0.40294 -25.28434 9.88196 1.0 -0.1 -1.5
H 4.89705 -25.18830 3.52684 -2.0 -1.1 1.4
H 4.27057 -23.50755 3.87836 -1.9 -0.3 1.5
H 3.16958 -24.68617 3.23340 -0.1 -0.5 -0.1
H 5.56751 -24.49810 5.89462 -0.4 0.8 0.5
H 5.32659 -26.13422 5.74447 0.2 -0.5 0.1
H 5.14149 -25.90412 8.04027 0.1 -0.5 -0.2
H 3.52104 -26.36088 7.35780 0.3 -0.4 -0.2
H 2.48454 -23.66592 6.71398 0.4 -0.8 -0.1
H 2.28863 -23.06202 8.37922 1.6 -0.3 -3.2
H 1.58951 -25.95268 8.16974 0.5 -0.1 0.3
H 0.57970 -24.80387 7.41748 -0.5 0.1 -0.1
H -0.16810 -26.31795 10.13614 0.6 -0.1 -0.1
H -1.01071 -25.33141 8.97836 -0.9 0.1 0.5
H -0.83804 -24.87395 10.79320 0.1 0.6 -0.5
C 6.61209 -21.47436 9.38303 1.6 2.3 0.2
O 5.82513 -20.49491 8.66533 -0.2 -0.1 -0.2
C 5.12266 -20.97051 7.50587 0.7 -0.4 0.7
C 6.11238 -21.58664 6.49502 -0.2 0.6 -0.1
O 5.76771 -21.43051 5.11676 -2.4 -0.8 1.2
C 6.70308 -22.09472 4.37672 2.1 0.3 -2.4
C 6.33208 -22.59098 2.96061 -0.1 -0.9 0.3
O 5.64547 -23.86986 3.15113 8.2 4.3 -4.1
C 5.22787 -24.39772 1.95493 0.7 -1.6 -3.8
H 7.48090 -21.78698 8.80378 0.1 -0.1 -0.3
H 6.16300 -22.35628 9.83979 1.3 3.8 -1.8
H 7.02322 -20.90957 10.21975 0.1 0.2 0.0
H 4.49616 -20.19122 7.07194 0.4 0.3 0.1
H 4.45938 -21.71199 7.95126 -0.4 -0.3 -0.9
H 6.21581 -22.63532 6.77373 0.2 -0.3 -0.3
H 7.10241 -21.13139 6.52096 0.1 0.2 1.0
H 7.21056 -22.92945 4.86024 -0.5 -0.4 0.4
H 7.51869 -21.38044 4.26403 0.5 0.1 -0.4
H 7.20774 -22.82981 2.35704 0.6 0.3 0.4
H 5.73899 -21.96115 2.29754 -0.3 0.5 0.5
H 4.28197 -24.04912 1.54035 0.0 0.7 0.2
H 5.07664 -25.47651 1.99296 -0.1 0.0 0.4
H 5.94757 -24.46404 1.13900 0.6 1.3 -0.1
C 4.92815 -23.53467 9.63261 -0.1 -0.6 3.3
C 3.69506 -22.85020 10.45429 1.6 -0.5 -2.9
C 2.37490 -23.43516 10.05137 1.1 0.0 3.0
O 1.66189 -23.61884 11.29281 1.4 1.0 0.1
C 2.49469 -23.35230 12.32020 -2.7 -1.9 -0.7
O 2.10776 -23.46637 13.42783 0.7 0.6 1.2
O 3.76702 -23.15854 11.89555 -12.1 -1.2 -14.9
H 5.79626 -23.17213 10.18313 -1.5 -3.5 1.0
H 4.99072 -23.34872 8.56042 0.6 1.4 1.0
H 4.89319 -24.62037 9.54243 0.5 0.3 2.0
H 3.74285 -21.78258 10.23982 0.2 0.3 0.8
H 2.60622 -24.35478 9.51389 0.1 0.6 2.8
H 1.73892 -22.89319 9.35144 1.3 0.1 3.5
C 0.97142 -21.04151 7.37581 -0.7 0.2 -0.7
C 0.19516 -21.55184 8.56536 0.1 1.1 -0.9
C -0.21511 -20.39880 9.48110 2.2 -0.7 1.5
O -1.50725 -20.15516 9.15229 -1.8 2.3 0.3
C -2.02383 -21.09422 8.42592 -3.1 -1.7 -1.5
O -3.18362 -21.13375 8.05156 2.4 0.0 0.6
O -1.09900 -22.05654 8.18926 0.5 -0.4 -0.2
H 1.96479 -20.75437 7.72057 0.1 0.0 -0.2
H 0.46407 -20.18660 6.92877 0.1 0.3 0.1
H 1.00559 -21.78189 6.57658 0.3 -0.2 0.1
H 0.86481 -22.29080 9.00537 -2.5 0.8 0.1
H 0.34061 -19.46522 9.39339 0.3 -0.2 -0.2
H -0.17244 -20.73452 10.51723 0.0 0.1 0.3
C 5.18516 -23.13692 13.29248 5.4 1.1 6.7
C 4.83313 -22.59507 14.67246 0.8 -3.7 -0.8
C 4.32979 -23.71003 15.66289 -1.9 0.5 -2.2
O 4.90464 -23.29815 16.85872 -2.0 -1.0 2.1
C 5.96326 -22.61439 16.58978 4.0 1.8 1.8
O 6.80891 -22.23624 17.39114 -1.6 -0.7 -1.0
O 6.06076 -22.41237 15.29423 2.2 2.1 0.5
H 4.34544 -22.98636 12.61402 6.8 1.6 7.3
H 5.67275 -24.11014 13.34902 -0.3 -0.3 0.2
H 5.98467 -22.49283 12.92639 0.2 0.4 -0.2
H 4.25175 -21.67335 14.69562 -0.2 0.0 0.0
H 4.62082 -24.74143 15.46384 0.6 0.2 -0.5
H 3.24131 -23.74928 15.62067 0.0 0.3 0.9
```
Forces are in eV/Å.

Molar mass in g mol⁻¹: 574.617
Energy above the lowest of the compared OMol25 structures with the same formula, charge and spin in kcal per mole: 572.0
Electronic energy in eV: -56322.263
Highest occupied orbital energy in Eh: -0.2888
Charge: 0

Record 3
# C24H47Br2ClIN3O10P3

A cluster of 2 separate species, C24H47Br2ClIN3O10P3 in total at a distorted geometry (ωB97M-V/def2-TZVPD, the Open Molecules 2025 dataset).

The geometry in XYZ format:
```
91
Properties=species:S:1:pos:R:3:forces:R:3
C -2.33791 -3.20089 3.05722 0.0 0.0 0.0
C -1.67528 -2.48416 2.16518 -0.1 0.0 0.1
C -0.70386 -1.40520 2.60549 -0.9 0.1 -0.3
C -0.01425 -0.35313 1.67967 0.6 -0.2 0.8
P 1.53424 0.16779 2.86829 -0.2 0.2 -0.1
O 2.11227 -1.31230 3.16085 0.2 -0.2 0.1
Cl 0.52269 0.40240 4.65846 0.0 0.2 0.2
N -0.76726 0.90367 1.41575 -0.7 0.3 0.3
C -0.02880 2.10581 1.90806 -0.3 0.3 -0.6
C -0.29143 3.60164 1.62975 0.5 -0.2 0.3
O 0.79353 4.16849 2.39603 -0.5 -0.2 0.1
C 1.58988 5.01179 1.66010 -0.6 0.2 0.2
O 2.65872 4.64792 1.30748 1.1 -0.4 -0.3
C 0.99734 6.35686 1.39915 0.3 0.6 -0.1
C 2.04848 7.36146 0.93093 0.1 -0.6 0.1
C -1.89179 0.86401 0.44302 -0.2 -0.2 -0.2
C -3.04433 -0.09901 0.96250 0.0 -0.1 0.3
C -3.69212 -1.20465 0.12315 -0.3 0.1 0.1
P -2.89382 2.44832 0.32853 0.0 0.8 0.2
O -2.30326 3.61600 -0.31716 0.3 -0.2 -0.1
O -4.27611 2.08811 -0.35905 -0.2 -0.2 0.1
O -3.34109 2.68010 1.84767 0.2 -0.2 0.1
C -1.25189 0.49827 -0.93832 0.0 0.7 -0.4
I -2.71884 0.38722 -2.59673 0.1 0.0 0.1
C -0.39028 1.68263 -1.42043 0.4 0.0 -0.5
C 0.51098 1.57814 -2.65435 0.0 0.7 -0.1
C 0.58703 2.95522 -3.31125 -0.2 -0.3 -0.2
Br 1.83004 2.87601 -4.79069 0.2 0.1 0.0
N -0.56901 -0.86484 -0.71880 0.1 -0.2 0.6
C -0.47209 -1.80374 -1.89329 0.0 -0.7 -0.5
C 0.52069 -1.63423 -3.04653 -0.1 0.0 -0.5
C -0.17658 -1.52440 -4.40286 0.1 0.0 0.1
Br 1.10469 -1.87944 -5.80407 0.1 0.0 -0.1
C 0.63418 -0.89980 0.35858 0.0 -0.1 0.0
C 1.80397 -0.04745 -0.14429 0.0 0.1 -0.6
C 3.26748 -0.27316 0.30232 0.6 0.4 -0.1
C 4.20820 -0.33416 -0.90463 -0.1 -0.2 0.0
P 1.44736 -2.63190 0.65134 -0.1 -0.2 0.5
O 2.06811 -2.83892 -0.84594 0.0 -0.1 -0.3
O 0.26013 -3.74144 0.65445 -0.1 0.0 -0.1
H -2.93541 -4.04476 2.74838 -0.2 0.0 0.0
H -2.28097 -2.97789 4.11415 0.1 -0.1 0.1
H -1.84470 -2.74246 1.13641 0.2 0.0 -0.3
H -1.25816 -0.81403 3.32832 0.1 0.1 0.1
H 0.03251 -1.93369 3.20749 0.3 0.0 -0.2
H 3.07483 -1.26390 3.22353 0.0 -0.2 0.1
H 0.99839 2.05223 1.55641 0.1 -0.1 0.1
H -0.01929 2.07428 2.99355 0.0 -0.1 0.0
H -0.14593 3.84644 0.58816 -0.3 0.1 -0.2
H -1.21394 4.02257 1.99934 -0.3 -0.1 -0.1
H 0.50810 6.69352 2.31036 -0.2 0.0 0.0
H 0.23833 6.24524 0.62216 -0.2 -0.1 0.1
H 1.61638 8.34776 0.80890 0.0 0.1 -0.1
H 2.48686 7.01334 0.00003 0.0 0.2 -0.2
H 2.86362 7.39114 1.64942 0.0 0.2 0.1
H -3.90920 0.48341 1.26984 0.1 0.2 -0.1
H -2.73576 -0.44692 1.93601 0.3 -0.5 -0.1
H -3.05408 -1.81275 -0.51236 0.1 -0.1 0.0
H -4.20400 -1.88113 0.80275 0.1 -0.1 0.1
H -4.45565 -0.78458 -0.52438 0.0 0.0 -0.1
H -4.97088 1.90188 0.28438 -0.1 0.0 -0.1
H -2.85695 2.13853 2.48536 0.0 0.1 0.1
H 0.16888 2.14154 -0.61116 0.1 -0.2 0.2
H -1.10284 2.45291 -1.69558 -0.3 0.0 0.3
H 0.11560 0.91741 -3.41617 0.0 -0.2 0.1
H 1.53579 1.31648 -2.41867 0.0 -0.4 0.1
H -0.36513 3.21549 -3.76239 -0.1 0.2 0.1
H 0.90307 3.72861 -2.62002 0.1 0.1 0.0
H -1.26936 -1.34955 -0.15270 -0.1 0.0 0.0
H -1.47440 -1.90454 -2.30358 -0.1 0.5 0.0
H -0.35221 -2.79420 -1.47909 0.4 0.0 0.4
H 1.22225 -0.81521 -2.97437 0.0 0.1 0.3
H 1.12626 -2.52839 -3.10578 0.1 -0.2 0.2
H -0.58077 -0.53966 -4.60191 -0.1 0.0 0.0
H -0.96345 -2.26555 -4.50379 -0.1 0.0 -0.1
H 1.58592 1.00744 -0.03040 -0.1 0.0 0.2
H 1.82109 -0.20871 -1.21207 0.0 -0.1 -0.2
H 3.46945 -1.13527 0.93104 -0.3 -0.2 0.0
H 3.58221 0.59393 0.88265 -0.1 0.0 0.2
H 5.19083 -0.68407 -0.59858 0.1 0.1 0.0
H 4.31747 0.64201 -1.37221 0.0 0.1 0.0
H 3.84124 -1.03303 -1.65543 0.0 0.0 0.0
H 2.63320 -3.62317 -0.82538 0.2 0.2 -0.2
H 0.10149 -4.22631 -0.16805 -0.1 -0.2 -0.1
C 0.06821 -8.06188 0.19443 -0.1 0.1 0.1
N 0.20245 -7.36163 -1.11383 0.0 -0.1 0.0
O -0.31170 -6.25908 -1.23114 0.0 0.3 0.1
O 0.80848 -7.92959 -1.98452 0.1 0.0 -0.1
H -0.49922 -7.42888 0.86509 0.0 0.0 0.0
H -0.44077 -9.00133 0.00403 0.0 0.0 0.0
H 1.07187 -8.24302 0.56583 0.0 -0.1 0.0
```
Forces are in eV/Å.

Molar mass in g mol⁻¹: 952.738
Electronic energy in eV: -239161.755
Highest occupied orbital energy in Eh: -0.4298
Charge: +1